{"formula": "C5H14N2O", "method": "the ωB97M-V functional and the def2-TZVPD basis", "species": ["O", "N", "N", "C", "C", "C", "C", "C", "H", "H", "H", "H", "H", "H", "H", "H", "H", "H", "H", "H", "H", "H"], "coordinates": [[0.51376, 1.62429, -0.37065], [1.61566, -0.34516, 0.77668], [-0.76534, -0.65516, -0.40001], [-2.04035, -1.11307, 0.17043], [0.53909, 0.35108, 0.68652], [-0.15983, -1.68824, -1.26161], [-0.19059, 0.91966, 1.87454], [1.65982, 1.80933, -1.15850], [1.92751, -0.41487, 1.74446], [-0.98833, 1.59731, 1.56703], [-1.85586, -1.92771, 0.87274], [1.84110, 2.88194, -1.31548], [-0.60242, 0.10660, 2.48012], [0.51598, 1.47547, 2.49142], [1.54249, 1.33684, -2.14573], [0.10171, -2.55216, -0.65121], [-0.88163, 0.18673, -0.98452], [0.75174, -1.28956, -1.70414], [-0.84759, -1.95659, -2.06585], [2.56262, 1.38642, -0.68600], [-2.52133, -0.28948, 0.69797], [-2.71819, -1.44369, -0.61820]], "forces_ev_per_a": [[-0.51, -2.01, 1.29], [-0.59, 0.79, -0.50], [-0.42, 0.65, -0.99], [0.25, 0.49, 0.00], [2.31, 1.60, -0.16], [0.27, 0.48, 0.42], [-0.72, -0.35, -0.27], [0.47, -0.38, -0.10], [-0.30, -0.31, -0.22], [0.02, -0.06, 0.08], [0.01, 0.02, -0.08], [-0.26, -0.18, 0.13], [-0.02, 0.11, -0.05], [0.04, 0.01, -0.20], [0.10, 0.06, 0.07], [-0.03, -0.02, -0.08], [-0.29, -0.46, 0.43], [0.03, -0.03, 0.13], [-0.06, -0.17, 0.09], [-0.32, -0.01, -0.04], [0.06, -0.05, 0.05], [-0.04, -0.17, 0.01]], "homo_ev": -8.363, "charge": 0, "gap_ev": 9.1769, "e_tot_ha": -383.558851}